No. 1
Molecular formula: C10H19N2P
Method: DFT, ωB97M-V/def2-TZVPD

Structure (XYZ):
```
32
Properties=species:S:1:pos:R:3:nbo_charge:R:1
C -1.8230 -0.6493 -1.9916 -0.42
N -1.9835 0.1437 -0.7611 -0.47
N -1.9436 -0.4890 0.4482 -0.59
C -3.1188 -1.1581 1.0525 -0.43
P -0.4725 -0.5665 1.2841 1.02
C 0.1292 1.1406 1.1437 -0.28
C -0.6215 2.1480 1.9845 -0.64
C 1.3772 1.1464 0.5327 -0.01
C 2.2525 2.4138 0.2741 -0.65
C 1.7708 -0.1422 -0.0166 -0.04
C 2.9690 -0.3850 -0.8828 -0.65
C 0.7634 -1.0699 0.0216 -0.30
C 0.9560 -2.4139 -0.6407 -0.65
H -0.9627 -1.1836 -1.9042 0.19
H -2.5994 -1.3509 -2.1401 0.17
H -1.5239 0.0256 -2.7558 0.21
H -2.6752 0.8603 -0.9168 0.35
H -2.8060 -1.3874 2.0940 0.22
H -3.9513 -0.4363 1.2658 0.19
H -3.3891 -2.1995 0.5598 0.19
H -1.6449 1.7946 2.2124 0.21
H -0.6520 3.0366 1.4100 0.22
H -0.2151 2.2623 2.9434 0.22
H 1.8228 3.4516 0.3515 0.23
H 2.5903 2.1766 -0.7376 0.21
H 3.1064 2.4527 0.9711 0.22
H 3.5164 0.5242 -1.0986 0.22
H 2.4573 -0.7920 -1.8806 0.22
H 3.6566 -1.1016 -0.4691 0.22
H 0.6423 -3.2059 0.0035 0.22
H 2.0008 -2.5360 -0.8050 0.21
H 0.3718 -2.5096 -1.5525 0.21
```

## Properties
HOMO energy ... -7.5 eV
Energy relative to the best compared isomer or geometry (same formula, charge and spin) ... 207.7 kJ/mol
SMILES string ... CNN(C)P1=C(C)C(C)=C(C)C=1C
Molar mass ... 198.25 g/mol
Frontier orbital gap ... 8.3 eV



No. 2
Molecular formula: C26H54ClF2N3O3PS2
Method: DFT, ωB97M-V/def2-TZVPD

Structure (XYZ):
```
92
Properties=species:S:1:pos:R:3:lowdin_charge:R:1
C 6.2347 -0.4604 0.9350 -0.15
C 6.4640 1.1697 0.6616 -0.25
C 5.7059 1.7179 -0.6842 -0.22
C 4.5904 2.9249 -0.3726 -0.19
C 3.2328 2.4875 -1.1717 -0.24
C 1.9143 3.4134 -0.8992 -0.19
C 0.4816 2.5646 -0.8426 -0.20
C 0.3311 1.3990 -1.9523 -0.14
C -0.8726 0.3094 -1.7648 -0.32
C -0.6370 -0.7751 -2.9698 -0.07
C -0.4771 -0.5615 -0.3921 -0.09
N -1.5996 -1.3085 0.2375 -0.20
C -1.4650 -2.7478 0.3415 -0.44
S -1.2162 -3.7134 -1.2941 0.76
C 0.4190 -4.6841 -1.1022 -0.50
C 1.3941 -4.5641 -2.4219 -0.18
C -2.8623 -0.5804 0.4580 -0.33
C -4.0979 -1.4064 1.1777 -0.16
C -3.7772 -1.9977 2.6672 -0.20
C -4.7369 -1.5075 3.8837 -0.30
N -6.2186 -1.4769 3.5976 -0.04
C -2.5402 0.6440 1.5277 -0.02
C -3.7737 1.6502 1.8668 -0.19
O -4.8796 1.4041 2.5700 0.01
F -3.6570 3.0903 1.4131 -0.08
C -3.2615 -0.0411 -1.0835 -0.33
P -5.1197 0.2256 -1.3546 0.74
O -5.4978 0.1576 -3.0931 -0.37
Cl -5.7961 2.2019 -0.8071 0.24
N -2.2811 0.9268 -1.6825 -0.07
C -2.6902 1.7888 -2.8300 -0.11
C -2.7488 1.2655 -4.3453 -0.22
C -1.5521 2.0444 -5.2236 -0.06
F -3.9943 1.7836 -5.0353 -0.11
H 6.3719 -0.7385 2.0844 0.07
H 5.1833 -0.8405 0.5685 0.07
H 7.0375 -1.1260 0.3612 0.08
H 7.6281 1.2811 0.4580 0.11
H 6.1859 1.7626 1.6401 0.09
H 5.1171 0.7910 -1.1469 0.10
H 6.4751 2.0535 -1.5263 0.12
H 5.0802 3.9149 -0.7640 0.12
H 4.3987 2.9118 0.7810 0.10
H 3.4466 2.4774 -2.3269 0.12
H 2.9898 1.3543 -0.8853 0.11
H 2.0531 4.1295 0.0179 0.12
H 1.8016 4.1250 -1.8506 0.12
H -0.3541 3.3858 -1.0748 0.12
H 0.3293 2.2698 0.2753 0.10
H 1.3133 0.7499 -2.1541 0.14
H 0.1250 1.9392 -2.9977 0.12
H -1.6331 -1.3204 -3.3184 0.09
H -0.1883 -0.1741 -3.8890 0.09
H 0.1373 -1.6233 -2.7457 0.06
H -0.0039 0.1359 0.4537 0.13
H 0.3885 -1.3563 -0.6092 0.16
H -0.4401 -2.9709 0.9206 0.11
H -2.2513 -3.4041 0.8902 0.09
H 1.0354 -4.2083 -0.1980 0.09
H 0.2007 -5.8003 -0.8139 0.09
H 1.3569 -5.5724 -3.0537 0.09
H 1.1368 -3.6386 -3.0928 0.05
H 2.5414 -4.4453 -2.1190 0.09
H -4.3251 -2.3313 0.4571 0.13
H -5.1009 -0.8217 1.2724 0.09
H -3.9192 -3.1819 2.5882 0.12
H -2.6116 -1.8679 2.8900 0.12
H -4.2967 -0.4718 4.2799 0.11
H -4.5612 -2.2629 4.7921 0.13
H -6.6433 -0.5310 3.8345 0.09
H -6.6577 -2.1898 4.2508 0.08
H -1.6549 1.3600 1.1634 0.11
H -2.1381 0.2295 2.5682 0.16
H -3.0757 -1.0512 -1.7065 0.15
H -5.4894 -0.8256 -3.2971 0.07
H -2.1374 1.6760 -0.9282 0.18
H -1.9225 2.7102 -2.8296 0.15
H -3.7231 2.3604 -2.6453 0.13
H -2.7672 0.1107 -4.5269 0.14
H -1.9398 2.1075 -6.3515 0.11
H -0.5487 1.4548 -5.2663 0.07
H -1.3886 3.1527 -4.8890 0.10
C 4.2748 -1.3388 5.9290 -0.27
S 3.4741 -0.6893 4.4421 0.80
O 4.0721 -1.3976 3.2626 -0.57
C 4.2202 0.9554 4.5257 -0.27
H 3.9780 -2.3824 6.0546 0.05
H 5.3610 -1.2816 5.8248 0.06
H 3.9502 -0.7643 6.8000 0.05
H 5.3098 0.8743 4.5056 0.06
H 3.8976 1.4585 5.4403 0.05
H 3.8851 1.5320 3.6599 0.04
```

## Properties
HOMO energy ... -10.9 eV
Net charge ... +1
Molar mass ... 625.29 g/mol
Frontier orbital gap ... 8.1 eV



No. 3
Molecular formula: C6H10O
Method: DFT, ωB97M-V/def2-TZVPD

Structure (XYZ):
```
17
Properties=species:S:1:pos:R:3:nbo_charge:R:1
C 0.3691 0.7737 1.7037 -0.40
C 1.6235 0.1801 1.1469 -0.41
C 0.7321 1.0215 0.2705 -0.26
C -0.1639 0.4282 -0.7929 0.11
C -0.2448 -1.0802 -1.0704 -0.45
C -1.7546 -0.8311 -1.0608 -0.06
O -1.5729 0.4438 -0.4320 -0.53
H -0.4839 0.1204 1.8568 0.22
H 0.4405 1.5976 2.4058 0.22
H 2.5724 0.6110 1.4522 0.22
H 1.6606 -0.8921 0.9825 0.21
H 1.1122 2.0116 0.0371 0.22
H -0.0185 0.9784 -1.7349 0.17
H 0.2083 -1.4476 -1.9935 0.21
H 0.0898 -1.6879 -0.2260 0.20
H -2.1841 -0.7165 -2.0651 0.16
H -2.3858 -1.5110 -0.4799 0.18
```

## Properties
HOMO energy ... -9.6 eV
Energy relative to the best compared isomer or geometry (same formula, charge and spin) ... 155.7 kJ/mol
Molar mass ... 98.14 g/mol
Frontier orbital gap ... 10.8 eV



No. 4
Molecular formula: C23H31N5O2S
Method: DFT, ωB97M-V/def2-TZVPD

Structure (XYZ):
```
62
Properties=species:S:1:pos:R:3:nbo_charge:R:1
C 0.4128 3.5192 -3.2262 -0.64
C 0.8814 2.8250 -1.9937 0.16
N 0.6152 3.3545 -0.8416 -0.20
N 1.0043 2.7885 0.2959 -0.21
C 0.6214 3.5493 1.4783 -0.21
C -0.0985 2.7251 2.5512 -0.41
C -1.2151 1.8388 1.9890 -0.50
C -1.4047 0.5643 2.8087 0.70
O -2.4492 0.2841 3.3617 -0.65
N -0.2968 -0.1957 2.8628 -0.63
C -0.2386 -1.4641 3.5412 -0.22
C -0.0684 -2.6370 2.5726 -0.41
C -1.3129 -2.8653 1.7131 -0.21
N -1.5096 -1.8155 0.7283 -0.45
C -2.9045 -1.6710 0.3535 -0.23
C -3.0794 -0.4972 -0.6018 -0.23
N -2.2626 -0.6797 -1.7883 -0.44
C -2.4354 0.4058 -2.7266 -0.41
C -0.8776 -0.8265 -1.3965 -0.22
C -0.7143 -2.0184 -0.4645 -0.22
C 1.7132 1.6033 0.4047 0.62
O 2.0346 1.1443 1.4923 -0.67
C 1.9902 0.9844 -0.8732 -0.15
C 1.5877 1.5969 -2.0462 -0.16
S 1.9855 0.6759 -3.4661 0.42
C 2.6920 -0.5790 -2.4737 -0.20
C 3.2522 -1.7627 -2.9252 -0.21
C 3.7479 -2.6497 -1.9901 -0.20
C 3.6916 -2.3620 -0.6271 -0.22
C 3.1397 -1.1836 -0.1748 -0.20
C 2.6285 -0.2750 -1.1008 0.00
H -0.1144 4.4287 -2.9564 0.24
H 1.2632 3.7642 -3.8608 0.23
H -0.2500 2.8659 -3.7921 0.23
H 1.5251 3.9859 1.9159 0.21
H -0.0181 4.3510 1.1051 0.23
H 0.6381 2.1084 3.0640 0.24
H -0.5103 3.4223 3.2818 0.22
H -2.1631 2.3765 1.9605 0.23
H -0.9707 1.5257 0.9712 0.21
H 0.5257 0.0791 2.3422 0.42
H -1.1723 -1.5676 4.0992 0.23
H 0.6001 -1.4521 4.2476 0.19
H 0.1218 -3.5414 3.1535 0.21
H 0.8001 -2.4547 1.9373 0.19
H -2.1833 -2.8737 2.3728 0.20
H -1.2478 -3.8562 1.2280 0.17
H -3.4850 -1.4761 1.2575 0.22
H -3.2864 -2.5873 -0.1318 0.16
H -4.1262 -0.4348 -0.9087 0.20
H -2.8154 0.4346 -0.0733 0.17
H -3.4820 0.4578 -3.0224 0.20
H -2.1411 1.3824 -2.3054 0.16
H -1.8306 0.2104 -3.6121 0.20
H -0.2743 -0.9800 -2.2955 0.20
H -0.5138 0.0800 -0.8770 0.15
H 0.3387 -2.1153 -0.1892 0.20
H -1.0196 -2.9356 -1.0024 0.17
H 3.2938 -1.9813 -3.9810 0.22
H 4.1853 -3.5794 -2.3210 0.22
H 4.0876 -3.0743 0.0808 0.22
H 3.0944 -0.9402 0.8752 0.25
```

## Properties
HOMO energy ... -8.1 eV
Energy relative to the best compared isomer or geometry (same formula, charge and spin) ... 0.0 kJ/mol
SMILES string ... Cc1nn(CCCC(=O)NCCCN2CCN(C)CC2)c(=O)c2c1sc1ccccc12
Molar mass ... 441.60 g/mol
Frontier orbital gap ... 7.9 eV